{"formula": "C4H8O2", "method": "wB97M-V/def2-TZVPD", "species": ["C", "C", "O", "C", "C", "O", "H", "H", "H", "H", "H", "H", "H", "H"], "positions_angstrom": [[2.137, -0.194, -0.208], [0.754, 0.090, -0.197], [0.604, 1.364, -0.388], [-0.451, -0.789, -0.090], [-1.657, -0.060, 0.520], [-2.156, 0.955, -0.312], [2.514, -1.186, -0.449], [1.819, 1.202, -0.653], [2.656, 0.270, 0.636], [-0.721, -1.107, -1.106], [-0.205, -1.689, 0.482], [-1.385, 0.324, 1.516], [-2.467, -0.781, 0.659], [-1.442, 1.602, -0.412]], "lowdin_charge": [-0.041, -0.434, -0.012, -0.097, -0.266, -0.060, 0.057, 0.199, 0.073, 0.140, 0.124, 0.124, 0.120, 0.071], "charge": 0, "e_above_lowest_ev": 3.7155, "homo_lumo_gap_ev": 9.57, "energy_ha": -307.5759, "homo_energy_ev": -8.98}



{"formula": "C4H8O2", "method": "wB97M-V/def2-TZVPD", "species": ["C", "C", "C", "O", "H", "H", "H", "H", "C", "O", "H", "H", "H", "H"], "positions_angstrom": [[-0.055, -1.435, 0.090], [0.504, -0.534, 0.895], [-0.358, 0.094, 1.931], [-1.143, 1.008, 1.785], [0.547, -2.138, -0.469], [-1.138, -1.508, 0.027], [1.579, -0.431, 1.024], [-0.280, -0.440, 2.898], [0.089, 0.734, -1.690], [0.509, 1.274, -0.429], [0.828, 0.007, -2.062], [0.070, 1.589, -2.356], [-0.893, 0.223, -1.740], [-0.260, 1.559, 0.097]], "lowdin_charge": [-0.029, -0.189, -0.236, 0.049, 0.066, 0.077, 0.125, 0.128, -0.141, -0.160, 0.086, 0.075, 0.086, 0.064], "smiles": "C=CC=O.CO", "charge": 0, "e_above_lowest_ev": 3.0231, "homo_lumo_gap_ev": 10.14, "energy_ha": -307.6013, "homo_energy_ev": -9.22}



{"formula": "C4H8O2", "method": "wB97M-V/def2-TZVPD", "species": ["C", "C", "O", "C", "O", "C", "H", "H", "H", "H", "H", "H", "H", "H"], "positions_angstrom": [[0.779, 0.320, 1.631], [-0.815, -0.873, 0.302], [-2.023, -0.688, 0.781], [-0.617, 0.004, -0.924], [-1.569, 0.678, -1.295], [0.688, -0.061, -1.663], [1.846, 0.287, 1.383], [0.696, 0.162, 2.712], [0.396, 1.315, 1.403], [0.150, -0.908, 1.085], [-2.433, 0.052, 0.263], [1.156, 0.932, -1.552], [0.554, -0.253, -2.745], [1.327, -0.838, -1.217]], "lowdin_charge": [-0.019, -0.144, 0.033, -0.452, 0.059, -0.022, 0.027, 0.030, 0.030, 0.064, 0.115, 0.096, 0.097, 0.086], "charge": 0, "e_above_lowest_ev": 4.5011, "homo_lumo_gap_ev": 7.93, "energy_ha": -307.5470, "homo_energy_ev": -8.38}